(1)
{"formula": "C9H14", "method": "ωB97M-V/def2-TZVPD", "elements": ["C", "C", "C", "C", "C", "C", "C", "H", "H", "H", "H", "H", "H", "H", "H", "C", "C", "H", "H", "H", "H", "H", "H"], "xyz": [[-1.4783, -2.1932, -2.0541], [-0.7407, -0.9389, -1.9740], [0.5912, -0.9125, -1.4585], [1.0759, 0.2548, -0.8183], [0.3856, 1.4197, -0.9161], [-0.8682, 1.4473, -1.6139], [-1.3932, 0.2523, -2.1248], [-1.5756, -2.7580, -2.9884], [-2.5138, -2.3317, -1.7337], [-0.8648, -2.9664, -1.4813], [1.1235, -1.8955, -1.2115], [2.0382, 0.1641, -0.2239], [0.6731, 2.3103, -0.2927], [-1.6411, 2.2488, -1.5450], [-2.3933, 0.2372, -2.5335], [0.4359, 1.0985, 3.1652], [1.5786, 0.3647, 2.5998], [0.6681, 1.8809, 3.8222], [-0.2779, 1.4660, 2.5207], [-0.2785, 0.4068, 3.6101], [1.1727, -0.2465, 1.7537], [1.9774, -0.4104, 3.3150], [2.3052, 1.1019, 2.1828]], "nbo_charge": [-0.6505, -0.0397, -0.2037, -0.2095, -0.2438, -0.1969, -0.2105, 0.2270, 0.2319, 0.2151, 0.2098, 0.2246, 0.2188, 0.2185, 0.2068, -0.6165, -0.6126, 0.2002, 0.2082, 0.2005, 0.2095, 0.2101, 0.2027], "orbital_gap_ev": 9.86}

(2)
{"formula": "C9H14", "method": "ωB97M-V/def2-TZVPD", "elements": ["C", "C", "C", "C", "C", "C", "C", "H", "H", "H", "H", "H", "H", "H", "H", "C", "C", "H", "H", "H", "H", "H", "H"], "xyz": [[-2.0365, -0.7235, -0.4759], [-1.1157, 0.4611, -0.5508], [-1.6594, 1.7686, -0.3281], [-0.8634, 2.8500, -0.2280], [0.4265, 2.7986, -0.5630], [1.0046, 1.5546, -0.9284], [0.2181, 0.3969, -1.0167], [-1.4742, -1.3993, -1.1714], [-3.1040, -0.5063, -0.4729], [-2.0977, -0.9771, 0.6433], [-2.7155, 1.9627, -0.1271], [-1.5454, 3.7365, 0.0343], [1.1160, 3.5967, -0.5037], [1.9830, 1.6245, -1.2555], [0.3925, -0.6737, -1.1989], [1.3943, -2.3642, 0.3480], [1.4470, -1.8107, 1.6992], [1.2567, -1.5668, -0.4331], [2.3801, -2.7818, -0.0702], [0.7035, -3.1470, 0.1974], [0.5275, -1.7237, 2.3333], [1.5811, -0.6802, 1.7678], [2.1811, -2.3961, 2.3004]], "nbo_charge": [-0.6653, 0.0121, -0.2180, -0.2029, -0.2325, -0.1931, -0.2418, 0.2301, 0.2384, 0.2279, 0.2009, 0.2130, 0.2129, 0.2077, 0.2088, -0.6200, -0.6420, 0.2049, 0.2041, 0.2086, 0.2142, 0.2186, 0.2132], "orbital_gap_ev": 9.81}

(3)
{"formula": "C9H14", "method": "ωB97M-V/def2-TZVPD", "elements": ["C", "C", "C", "C", "C", "C", "C", "H", "H", "H", "H", "H", "H", "H", "H", "C", "C", "H", "H", "H", "H", "H", "H"], "xyz": [[1.9325, 1.5536, -2.0333], [1.6952, 0.7294, -0.8079], [1.7770, -0.6574, -0.9066], [1.4569, -1.4699, 0.1667], [1.2351, -0.9124, 1.4177], [1.1077, 0.4710, 1.5193], [1.2466, 1.2759, 0.3912], [2.0686, 2.6244, -1.8709], [1.0893, 1.5448, -2.7373], [2.7982, 1.1850, -2.5976], [2.0587, -1.1276, -1.8391], [1.5588, -2.5445, 0.0659], [0.9037, -1.4720, 2.2774], [1.0006, 0.9279, 2.4888], [0.8947, 2.3033, 0.4613], [-2.6358, 0.1794, 0.4314], [-3.1129, -1.2564, 0.5987], [-3.4304, 0.8874, 0.6480], [-1.7668, 0.3441, 1.0664], [-2.2578, 0.3230, -0.5811], [-3.7821, -1.4914, -0.2237], [-3.5880, -1.4874, 1.5514], [-2.2500, -1.9302, 0.5133]], "nbo_charge": [-0.6333, -0.0240, -0.2047, -0.2083, -0.2302, -0.2011, -0.2140, 0.2185, 0.2205, 0.2195, 0.2079, 0.2121, 0.2144, 0.2115, 0.2117, -0.6067, -0.6036, 0.2001, 0.2068, 0.2024, 0.1987, 0.2010, 0.2011], "orbital_gap_ev": 10.07}

(4)
{"formula": "C9H14", "method": "ωB97M-V/def2-TZVPD", "elements": ["C", "C", "C", "C", "C", "C", "C", "C", "C", "H", "H", "H", "H", "H", "H", "H", "H", "H", "H", "H", "H", "H", "H"], "xyz": [[1.7919, -1.6471, -0.4900], [0.8009, -0.5794, -0.2580], [0.8899, 0.7452, -0.0653], [2.0810, 1.6676, -0.0306], [-0.7772, 0.8525, 0.0750], [-1.5624, 1.6533, 1.0344], [-1.2802, 0.2172, -1.2082], [-0.6921, -0.6683, -0.1527], [-1.3813, -1.7832, 0.5665], [1.5410, -2.0173, -1.4549], [1.7371, -2.4586, 0.1543], [2.8270, -1.5795, -0.5641], [2.2481, 1.8458, 0.9428], [2.0060, 2.5937, -0.6069], [2.9130, 1.0863, -0.3313], [-2.5617, 1.1931, 0.8891], [-1.5677, 2.7817, 0.7779], [-1.2247, 1.5897, 2.0141], [-2.3953, 0.0698, -1.4362], [-0.6240, 0.4961, -2.0768], [-1.5294, -2.6715, -0.1007], [-2.3683, -1.3837, 0.8550], [-0.8716, -2.0036, 1.4664]], "nbo_charge": [-0.6694, 0.0025, 0.0361, -0.6482, -0.0279, -0.6110, -0.4057, -0.0873, -0.6064, 0.2174, 0.2173, 0.2268, 0.2137, 0.2160, 0.2166, 0.2133, 0.2111, 0.2107, 0.2149, 0.2201, 0.2144, 0.2100, 0.2151], "orbital_gap_ev": 8.72}

(5)
{"formula": "C9H14", "method": "ωB97M-V/def2-TZVPD", "elements": ["C", "C", "C", "C", "C", "C", "C", "C", "C", "H", "H", "H", "H", "H", "H", "H", "H", "H", "H", "H", "H", "H", "H"], "xyz": [[-0.4003, 2.4243, 1.7896], [-1.5501, 1.9883, 0.8977], [-2.0816, 0.8860, 0.2400], [-1.5586, -0.3992, 0.2097], [-0.2382, -0.8737, 0.0758], [0.1537, -2.3254, 0.3634], [0.9334, -0.0268, -0.3496], [1.0884, -0.6746, -1.7415], [2.2953, -0.7543, -2.2903], [0.5034, 3.2208, 1.2752], [-0.0510, 1.6203, 2.4448], [-0.9507, 3.2773, 2.5121], [-2.1854, 2.9780, 0.8385], [-2.8401, 0.8508, -0.4106], [-2.3636, -1.1733, 0.4016], [-0.9094, -3.1552, 0.2809], [1.0765, -2.8056, -0.3465], [0.7220, -2.2554, 1.5814], [0.6052, 0.9078, -0.6660], [1.8037, -0.1269, 0.2774], [0.2557, -1.3390, -2.4252], [3.5155, -0.4746, -1.9621], [2.1762, -1.7697, -2.9964]], "nbo_charge": [-0.6601, -0.1685, -0.2467, -0.2540, 0.0236, -0.6615, -0.5173, -0.1887, -0.4461, 0.2368, 0.2227, 0.2183, 0.1860, 0.2120, 0.2024, 0.2354, 0.2394, 0.2253, 0.2424, 0.2326, 0.2445, 0.2247, 0.1968], "orbital_gap_ev": 8.85}

(6)
{"formula": "C9H14", "method": "ωB97M-V/def2-TZVPD", "elements": ["C", "C", "C", "C", "C", "C", "C", "C", "C", "H", "H", "H", "H", "H", "H", "H", "H", "H", "H", "H", "H", "H", "H"], "xyz": [[-1.2799, -1.7362, 3.1885], [-0.1700, -1.2392, 2.2550], [-0.5574, -0.5217, 1.1684], [-1.8083, 0.0530, 0.7905], [0.6754, -0.1221, 0.1867], [0.5822, 0.4495, -1.2274], [1.1523, 1.0796, -2.2457], [2.3878, 1.1431, -2.9929], [-0.2919, 1.3632, -2.1319], [-0.9169, -1.6022, 4.2234], [-1.3609, -2.8792, 3.1694], [-2.2034, -1.2186, 3.1248], [0.8654, -1.5590, 2.5911], [-2.6059, -0.0598, 1.4586], [-2.2872, -0.4030, -0.0396], [-1.7411, 1.1587, 0.4971], [1.1359, -1.2201, 0.0705], [1.4509, 0.4260, 0.6034], [3.1753, 0.3535, -2.7103], [2.8142, 2.2114, -3.0505], [2.3047, 1.1396, -4.1120], [-0.7869, 0.8582, -3.0103], [-0.5343, 2.3251, -1.8065]], "nbo_charge": [-0.6435, -0.2022, 0.0276, -0.6639, -0.4671, 0.0220, -0.0053, -0.6662, -0.4328, 0.2070, 0.2135, 0.2113, 0.2164, 0.2174, 0.2322, 0.2281, 0.2263, 0.2318, 0.2341, 0.2294, 0.2278, 0.1774, 0.1785], "orbital_gap_ev": 9.00}

(7)
{"formula": "C9H14", "method": "ωB97M-V/def2-TZVPD", "elements": ["C", "C", "C", "C", "C", "C", "C", "H", "H", "H", "H", "H", "H", "H", "H", "C", "C", "H", "H", "H", "H", "H", "H"], "xyz": [[-0.0636, 1.5220, 2.5898], [-0.3897, 0.1705, 2.0011], [-0.7354, -0.9577, 2.6963], [-1.0265, -2.1378, 2.0066], [-1.1941, -2.1872, 0.6306], [-0.9331, -1.0015, -0.0474], [-0.4670, 0.1384, 0.5875], [0.0410, 1.4606, 3.6762], [-0.8153, 2.2508, 2.3110], [0.9276, 1.8194, 2.2429], [-0.6723, -0.9170, 3.7761], [-1.0996, -2.9756, 2.6949], [-1.5593, -3.1540, 0.3217], [-0.9258, -0.9514, -1.1331], [-0.0982, 0.9530, -0.0122], [0.4111, 1.0161, -2.9114], [1.8696, 0.5647, -3.1165], [0.1382, 1.9393, -3.4213], [-0.2802, 0.3918, -3.4906], [0.1773, 0.8902, -1.8649], [1.9181, 0.0470, -4.0782], [2.6367, 1.3298, -3.0612], [2.1406, -0.2114, -2.3980]], "nbo_charge": [-0.6336, 0.0101, -0.2340, -0.1875, -0.2458, -0.1916, -0.2278, 0.2112, 0.2231, 0.2187, 0.2081, 0.2078, 0.2253, 0.2098, 0.2056, -0.6185, -0.6135, 0.2133, 0.2037, 0.2008, 0.2034, 0.2067, 0.2046], "orbital_gap_ev": 10.05}

(8)
{"formula": "C9H14", "method": "ωB97M-V/def2-TZVPD", "elements": ["C", "C", "C", "C", "C", "C", "C", "H", "H", "H", "H", "H", "H", "H", "H", "C", "C", "H", "H", "H", "H", "H", "H"], "xyz": [[-1.7921, -1.2866, 1.1284], [-1.4691, -0.2594, 0.0500], [-1.0537, -0.7231, -1.2631], [-0.5864, 0.2357, -2.1996], [-0.4608, 1.5576, -1.9168], [-1.1138, 1.9918, -0.7278], [-1.6724, 1.1102, 0.1931], [-1.2826, -2.2344, 0.8559], [-2.8746, -1.5357, 1.1205], [-1.7547, -1.0111, 2.2680], [-1.0545, -1.8138, -1.5467], [-0.4250, -0.0876, -3.2650], [0.2560, 2.1639, -2.4819], [-1.4357, 3.1009, -0.5680], [-2.3036, 1.5115, 1.0559], [1.8699, -0.8161, 1.3537], [2.7966, 0.0505, 0.4537], [0.8420, -0.3844, 1.1723], [2.1087, -1.8558, 1.2783], [2.2152, -0.7405, 2.4518], [2.3016, 1.0493, 0.2311], [3.1141, -0.3694, -0.5588], [3.7749, 0.3464, 0.9147]], "nbo_charge": [-0.6602, -0.0010, -0.2330, -0.2054, -0.2403, -0.1987, -0.2475, 0.2270, 0.2248, 0.2331, 0.2219, 0.2149, 0.2258, 0.2181, 0.2202, -0.6371, -0.6229, 0.2300, 0.2134, 0.2037, 0.2054, 0.2058, 0.2022], "orbital_gap_ev": 9.79}